[1]
Molecular formula: C16H10O5
Method: DFT, ωB97M-V/def2-TZVPD

- SMILES string: Cc1ccc(/C=C2/C(=O)c3ccc(C(=O)O)cc3C2=O)o1
- Charge: 0
- ΔE to the lowest compared entry with this formula, charge and spin: 2.73 kcal per mole

Last column: natural (NBO) charge in e.
Geometry (Å):
O (0.663, 4.457, 4.510)  -0.57
O (-2.544, -1.653, 2.003)  -0.50
O (1.225, -0.187, -0.194)  -0.49
O (1.036, 4.800, 2.318)  -0.69
O (0.552, -3.016, -2.383)  -0.41
C (0.574, 4.042, 3.371)  0.77
C (-1.603, -0.940, 1.702)  0.53
C (0.200, -0.190, 0.453)  0.47
C (-0.303, -1.105, -2.803)  -0.25
C (0.467, -1.458, -3.941)  -0.33
C (-0.311, -2.027, -1.922)  0.19
C (1.029, -2.661, -3.631)  0.31
C (-1.026, -2.064, -0.632)  -0.04
C (-0.778, -1.254, 0.441)  -0.19
C (-0.976, 2.186, 3.792)  -0.10
C (-1.648, 0.957, 3.397)  -0.17
C (0.402, 2.073, 1.871)  -0.12
C (0.017, 2.742, 3.013)  -0.19
C (-1.173, 0.304, 2.283)  -0.13
C (-0.124, 0.787, 1.471)  -0.03
C (1.799, -3.421, -4.673)  -0.66
H (1.306, 5.678, 2.616)  0.51
H (-0.780, -0.119, -2.852)  0.22
H (0.737, -0.727, -4.703)  0.22
H (-1.872, -2.724, -0.661)  0.23
H (-1.344, 2.752, 4.643)  0.23
H (-2.530, 0.857, 3.958)  0.24
H (1.295, 2.464, 1.407)  0.24
H (2.110, -4.236, -4.097)  0.23
H (1.122, -3.625, -5.570)  0.23
H (2.479, -2.689, -5.187)  0.24

[2]
Molecular formula: C16H11AlCl48O5P
Method: DFT, ωB97M-V/def2-TZVPD

- Charge: -1

Last column: Löwdin charge in e.
Geometry (Å):
O (-7.722, -3.690, 1.264)  0.01
C (-7.040, -2.719, 1.495)  -0.52
O (-7.484, -1.766, 2.338)  0.05
C (-5.671, -2.523, 0.873)  -0.16
C (-5.615, -1.644, -0.374)  -0.33
C (-5.535, -0.132, -0.083)  -0.46
Al (-7.025, 0.953, 0.709)  0.28
P (-9.105, -0.025, -0.042)  0.39
O (-9.006, -1.416, -0.588)  -0.39
O (-10.207, -0.048, 1.176)  -0.25
O (-9.869, 0.960, -1.110)  -0.25
H (-6.760, -1.238, 2.696)  0.07
H (-4.950, -2.125, 1.599)  0.11
H (-5.371, -3.548, 0.632)  0.07
H (-6.434, -1.899, -1.050)  0.12
H (-4.683, -1.917, -0.892)  -0.03
H (-5.265, 0.339, -1.036)  0.05
H (-4.662, 0.014, 0.573)  -0.14
H (-6.959, 0.956, 2.334)  -0.09
H (-6.985, 2.496, 0.215)  -0.12
H (-10.635, -0.914, 1.134)  0.05
H (-10.814, 0.768, -1.089)  0.05
C (-2.221, -1.751, -0.435)  -1.89
Cl (-3.286, -0.445, 0.071)  0.74
Cl (-1.447, -1.323, -1.970)  0.50
Cl (-0.950, -1.985, 0.789)  0.46
Cl (-3.145, -3.235, -0.629)  0.65
C (1.140, 1.059, -4.084)  -2.04
Cl (0.025, 2.280, -3.469)  0.53
Cl (2.042, 1.715, -5.451)  0.53
Cl (2.247, 0.577, -2.793)  0.49
Cl (0.228, -0.366, -4.579)  0.48
C (5.091, 0.900, 0.492)  -2.02
Cl (3.720, -0.056, -0.060)  0.49
Cl (6.024, 1.481, -0.889)  0.50
Cl (4.481, 2.279, 1.417)  0.50
Cl (6.125, -0.100, 1.515)  0.53
C (-2.351, -5.677, 3.678)  -2.06
Cl (-2.338, -5.212, 5.386)  0.51
Cl (-1.257, -7.047, 3.434)  0.52
Cl (-3.980, -6.111, 3.187)  0.52
Cl (-1.842, -4.309, 2.688)  0.49
C (-2.980, 1.682, -6.599)  -2.06
Cl (-2.916, 3.395, -6.166)  0.52
Cl (-4.473, 1.351, -7.477)  0.53
Cl (-1.591, 1.292, -7.627)  0.50
Cl (-2.913, 0.705, -5.138)  0.51
C (5.736, 1.893, 6.140)  -2.05
Cl (7.032, 0.719, 6.406)  0.52
Cl (4.282, 1.362, 6.992)  0.52
Cl (6.238, 3.470, 6.757)  0.52
Cl (5.393, 2.008, 4.416)  0.47
C (9.770, 1.455, -2.694)  -2.04
Cl (10.320, 0.097, -3.678)  0.53
Cl (9.706, 0.974, -1.000)  0.53
Cl (10.895, 2.806, -2.879)  0.48
Cl (8.164, 1.957, -3.234)  0.51
C (-7.952, -6.875, 0.342)  -2.05
Cl (-7.027, -5.872, -0.762)  0.56
Cl (-9.628, -6.361, 0.409)  0.55
Cl (-7.876, -8.566, -0.227)  0.48
Cl (-7.228, -6.788, 1.952)  0.51
C (1.129, 0.692, 3.260)  -2.04
Cl (2.500, -0.402, 3.487)  0.51
Cl (-0.265, 0.077, 4.144)  0.52
Cl (1.549, 2.294, 3.888)  0.51
Cl (0.749, 0.814, 1.545)  0.51
C (12.815, 6.566, -2.770)  -2.06
Cl (13.248, 5.985, -4.379)  0.49
Cl (11.080, 6.883, -2.710)  0.53
Cl (13.227, 5.330, -1.575)  0.51
Cl (13.702, 8.050, -2.410)  0.53
C (12.991, 3.094, -7.426)  -2.05
Cl (12.434, 3.030, -5.756)  0.47
Cl (14.405, 2.054, -7.622)  0.53
Cl (11.704, 2.550, -8.504)  0.53
Cl (13.431, 4.761, -7.832)  0.51
C (-1.634, 0.794, 7.932)  -2.07
Cl (-1.824, -0.914, 7.522)  0.52
Cl (0.020, 1.298, 7.574)  0.50
Cl (-2.760, 1.755, 6.973)  0.53
Cl (-1.966, 1.029, 9.651)  0.52

[3]
Molecular formula: C16H11Cl2N3O4
Method: DFT, ωB97M-V/def2-TZVPD

- SMILES string: O=C1CN(C(=O)COC(=O)c2cnc(Cl)c(Cl)c2)c2ccccc2N1
- Charge: 0
- ΔE to the lowest compared entry with this formula, charge and spin: 0.00 kcal per mole

Last column: natural (NBO) charge in e.
Geometry (Å):
O (1.399, 3.381, -1.657)  -0.57
C (1.790, 2.338, -1.196)  0.68
N (2.169, 2.210, 0.105)  -0.62
C (2.680, 1.046, 0.659)  0.22
C (3.390, 1.058, 1.853)  -0.26
C (3.904, -0.120, 2.365)  -0.19
C (3.728, -1.313, 1.683)  -0.23
C (3.015, -1.338, 0.497)  -0.21
C (2.466, -0.167, -0.009)  0.09
N (1.722, -0.119, -1.200)  -0.44
C (0.633, -0.877, -1.497)  0.68
O (0.024, -0.756, -2.536)  -0.60
C (0.152, -1.878, -0.436)  -0.17
H (0.601, -1.684, 0.541)  0.22
H (0.337, -2.903, -0.760)  0.22
O (-1.263, -1.761, -0.339)  -0.48
C (-1.691, -0.535, -0.023)  0.80
O (-0.945, 0.378, 0.239)  -0.60
C (-3.169, -0.432, -0.013)  -0.21
C (-4.004, -1.508, -0.306)  0.09
N (-5.319, -1.407, -0.295)  -0.41
C (-5.877, -0.252, -0.004)  0.17
C (-5.136, 0.899, 0.299)  -0.12
C (-3.756, 0.797, 0.292)  -0.12
H (-3.130, 1.648, 0.514)  0.26
Cl (-5.914, 2.383, 0.666)  0.06
Cl (-7.584, -0.207, -0.010)  0.06
H (-3.605, -2.479, -0.557)  0.22
C (1.971, 1.059, -2.008)  -0.32
H (2.995, 1.038, -2.401)  0.22
H (1.268, 1.060, -2.844)  0.28
H (2.885, -2.262, -0.046)  0.22
H (4.149, -2.227, 2.072)  0.22
H (4.451, -0.105, 3.295)  0.22
H (3.532, 1.992, 2.376)  0.22
H (2.132, 3.042, 0.680)  0.42

[4]
Molecular formula: C16H11Cl2N5OOsS
Method: DFT, ωB97M-V/def2-TZVPD

- Charge: +2

Last column: natural (NBO) charge in e.
Geometry (Å):
Os (-0.082, -0.556, 0.776)  1.15
N (-0.082, -0.839, 5.033)  -0.73
C (-0.372, -0.916, 3.744)  0.32
S (1.044, -0.954, 2.596)  0.15
N (-1.591, -1.008, 3.316)  -0.35
N (-1.637, -1.119, 1.957)  -0.22
C (-2.639, -1.688, 1.396)  0.08
C (-2.464, -1.962, -0.026)  0.17
C (-3.405, -2.579, -0.819)  -0.18
C (-3.079, -2.884, -2.138)  -0.06
C (-1.820, -2.572, -2.627)  -0.22
C (-0.916, -1.944, -1.794)  0.11
N (-1.228, -1.639, -0.522)  -0.49
H (0.866, -0.780, 5.365)  0.43
H (-0.830, -0.847, 5.713)  0.44
H (-3.492, -2.032, 1.967)  0.26
H (-4.375, -2.825, -0.411)  0.27
H (-3.808, -3.365, -2.777)  0.26
H (-1.538, -2.799, -3.645)  0.27
H (0.069, -1.655, -2.130)  0.23
Cl (-1.329, 4.142, 0.731)  0.13
C (0.039, 3.443, 0.000)  -0.02
C (0.982, 4.262, -0.664)  -0.23
C (2.090, 3.725, -1.255)  0.02
Cl (3.216, 4.745, -2.041)  0.11
C (2.331, 2.317, -1.217)  -0.11
C (3.439, 1.655, -1.766)  -0.04
C (3.544, 0.286, -1.637)  -0.25
C (2.554, -0.422, -0.962)  0.10
N (1.489, 0.173, -0.431)  -0.49
C (1.375, 1.527, -0.560)  0.12
C (0.242, 2.087, 0.038)  0.23
O (-0.619, 1.219, 0.653)  -0.50
H (0.813, 5.329, -0.694)  0.27
H (4.204, 2.220, -2.280)  0.26
H (4.388, -0.249, -2.047)  0.26
H (2.623, -1.496, -0.840)  0.23

[5]
Molecular formula: C16H11ClN4
Method: DFT, ωB97M-V/def2-TZVPD

- SMILES string: N#CC(C#N)[C@@H](/N=N/c1ccccc1Cl)c1ccccc1
- Charge: 0
- ΔE to the lowest compared entry with this formula, charge and spin: 77.64 kcal per mole

Last column: natural (NBO) charge in e.
Geometry (Å):
N (-4.524, -1.483, -0.593)  -0.27
N (-3.120, 2.015, 1.465)  -0.24
Cl (-0.315, 4.431, 1.309)  0.00
C (-3.647, -1.057, 0.010)  0.29
C (-2.986, 0.937, 1.042)  0.27
N (0.016, 1.639, 0.480)  -0.11
N (-0.146, 0.383, 0.406)  -0.16
C (-0.246, -4.060, -2.164)  -0.19
C (3.534, 3.422, 1.555)  -0.16
C (3.670, 2.072, 1.520)  -0.23
C (0.480, -3.643, -0.985)  -0.22
C (-1.242, -3.301, -2.783)  -0.23
C (2.322, 4.104, 1.569)  -0.26
C (2.489, 1.442, 1.089)  -0.16
C (0.170, -2.286, -0.574)  -0.19
C (-1.591, -2.020, -2.255)  -0.18
C (1.190, 3.433, 1.356)  0.07
C (1.237, 2.079, 0.962)  -0.01
C (-0.951, -1.509, -1.010)  -0.06
C (-2.515, -0.363, 0.636)  -0.42
C (-1.344, -0.166, -0.311)  -0.09
H (0.016, -5.112, -2.528)  0.21
H (4.390, 4.078, 1.829)  0.22
H (4.608, 1.499, 1.534)  0.24
H (1.157, -4.402, -0.541)  0.23
H (-1.732, -3.819, -3.632)  0.23
H (2.385, 5.180, 1.745)  0.24
H (2.389, 0.364, 0.699)  0.24
H (0.739, -1.923, 0.252)  0.22
H (-2.478, -1.565, -2.612)  0.22
H (-2.213, -0.948, 1.482)  0.29
H (-1.742, 0.578, -0.953)  0.22

[6]
Molecular formula: C16H11ClO4S2
Method: DFT, ωB97M-V/def2-TZVPD

- SMILES string: CS(=O)(=O)c1ccc(-c2occ(Cl)c(=O)c2-c2ccsc2)cc1
- Charge: 0
- ΔE to the lowest compared entry with this formula, charge and spin: 0.00 kcal per mole

Last column: natural (NBO) charge in e.
Geometry (Å):
O (4.780, 0.413, -0.725)  -0.56
O (-4.827, 1.831, 0.197)  -0.90
O (-5.058, -0.337, -1.115)  -0.93
Cl (5.843, 1.281, 1.853)  0.09
O (1.865, 0.727, 2.055)  -0.43
S (2.271, -2.320, -3.411)  0.44
C (3.946, 0.346, 0.133)  0.45
C (3.149, 0.984, 2.295)  0.16
C (1.949, -0.618, -3.726)  -0.39
C (2.468, -1.852, -1.754)  -0.40
C (2.019, 0.213, -2.632)  -0.25
C (4.244, 0.888, 1.452)  -0.19
C (2.305, -0.523, -1.473)  -0.10
C (2.537, 0.023, -0.105)  -0.17
C (1.466, 0.220, 0.882)  0.44
C (-0.807, 1.029, 1.377)  -0.16
C (-0.560, -0.754, -0.208)  -0.17
C (-2.122, 1.052, 1.118)  -0.24
C (-1.917, -0.658, -0.544)  -0.18
C (0.065, 0.129, 0.671)  -0.14
C (-2.750, 0.179, 0.225)  -0.25
C (-5.150, -0.694, 1.479)  -0.85
S (-4.626, 0.348, 0.120)  2.08
H (3.346, 1.581, 3.188)  0.21
H (1.693, -0.178, -4.699)  0.24
H (2.818, -2.578, -1.010)  0.24
H (2.064, 1.300, -2.607)  0.24
H (-0.279, 1.745, 2.103)  0.23
H (-0.004, -1.528, -0.815)  0.25
H (-2.633, 1.773, 1.776)  0.24
H (-2.343, -1.407, -1.196)  0.24
H (-5.056, -1.646, 1.017)  0.26
H (-4.508, -0.513, 2.359)  0.25
H (-6.189, -0.455, 1.721)  0.26

Energy per entry: -991.81736; -23665.39914; -2001.99802; -2374.06886; -1295.37543; -2173.71942 a.u.